[1]
{
  "formula": "C44H49NP2Ti",
  "method": "ωB97M-V/def2-TZVPD",
  "elements": ["Ti", "C", "C", "C", "C", "C", "C", "C", "C", "C", "H", "H", "H", "H", "H", "H", "H", "H", "H", "H", "H", "H", "H", "H", "H", "P", "P", "C", "C", "C", "C", "C", "C", "C", "C", "C", "C", "C", "C", "C", "C", "C", "C", "C", "C", "C", "C", "C", "C", "C", "C", "C", "C", "H", "H", "H", "H", "H", "H", "H", "H", "H", "H", "H", "H", "H", "H", "H", "H", "H", "H", "H", "H", "H", "H", "C", "N", "C", "C", "C", "C", "C", "C", "C", "C", "H", "H", "H", "H", "H", "H", "H", "H", "H", "H", "H", "H"],
  "xyz": [[0.223245, -0.688900, -0.769810], [0.109870, -1.597936, -3.120866], [-0.763528, -0.267583, -3.103218], [-2.313030, -0.338338, -3.036367], [-2.832368, -0.947937, -1.758063], [-1.807077, -1.120157, -0.642966], [-0.881806, -2.210027, -0.487866], [-0.926580, -3.333272, -1.458254], [-0.702590, -2.880883, -2.929335], [-0.394107, 1.515803, 3.863745], [0.448708, -1.637757, -4.174735], [-0.569874, 0.178487, -4.098776], [-2.706187, -0.873701, -3.902533], [-2.726753, 0.679634, -3.123158], [-3.643346, -0.294152, -1.385074], [-3.304292, -1.923188, -1.947447], [-2.259393, -0.790579, 0.290701], [-0.449326, -2.363206, 0.522562], [-1.927116, -3.809081, -1.355308], [-0.143706, -4.054418, -1.181575], [-0.174667, -3.692127, -3.443024], [-1.680202, -2.740644, -3.429747], [0.620003, 1.103471, 3.823131], [-0.747379, 1.495981, 4.898986], [-0.382465, 2.547156, 3.501344], [0.054697, 1.133525, -2.227050], [-1.498478, 0.584840, 2.812540], [-0.727435, 1.401122, 0.061343], [-0.720211, 0.639821, 1.163967], [-0.125709, 2.733119, -2.894778], [-1.320118, 3.159539, -3.517033], [-1.265535, 4.323805, -4.269442], [-0.076788, 5.042758, -4.409473], [1.089170, 4.604129, -3.768194], [1.062205, 3.481471, -2.961039], [1.669847, 0.065690, -2.331563], [1.442692, -1.468141, -2.355191], [2.695753, -2.282506, -2.708362], [3.865175, -1.615997, -2.988301], [3.904014, -0.234804, -3.206133], [2.763603, 0.555976, -3.017396], [-3.209979, 0.996672, 2.983186], [-3.763150, 2.065934, 2.249767], [-5.039116, 2.512890, 2.582688], [-5.781862, 1.872157, 3.590227], [-5.239742, 0.776452, 4.278091], [-3.955251, 0.336270, 3.987621], [-1.342041, -1.222281, 3.096859], [-0.077552, -1.691797, 3.472815], [0.156181, -3.054055, 3.593604], [-0.848474, -3.973836, 3.296490], [-2.097321, -3.512166, 2.858396], [-2.351337, -2.144208, 2.757873], [-1.030442, 2.446901, -0.111804], [-0.010825, -0.240801, 1.192087], [-2.226492, 2.564821, -3.434052], [-2.168907, 4.656241, -4.772030], [-0.043178, 5.936661, -5.037181], [2.037282, 5.114833, -3.904498], [1.959859, 3.130265, -2.440755], [1.365535, -1.981232, -1.307320], [2.709687, -3.323989, -2.403187], [4.800736, -2.172827, -3.063430], [4.810246, 0.237247, -3.546893], [2.752987, 1.582190, -3.376097], [-3.183127, 2.532830, 1.450664], [-5.462892, 3.371214, 2.062524], [-6.779998, 2.228738, 3.849144], [-5.815921, 0.259187, 5.050051], [-3.510174, -0.499725, 4.533723], [0.712331, -0.969822, 3.672691], [1.153078, -3.370855, 3.907684], [-0.634438, -5.039135, 3.407962], [-2.856950, -4.248186, 2.608290], [-3.340244, -1.839026, 2.411878], [3.574057, 1.606204, -0.311327], [2.328677, 1.593270, 0.431642], [1.738287, 2.924175, 0.523429], [2.504005, 0.958994, 1.732740], [2.784539, -0.526540, 1.679858], [3.845507, -0.964735, 2.503092], [4.244113, -2.298985, 2.493535], [3.501861, -3.192471, 1.741422], [2.432123, -2.744443, 0.948446], [2.011504, -1.407854, 0.895444], [3.407158, 1.979563, -1.323683], [3.936798, 0.579261, -0.393190], [4.336241, 2.245927, 0.170810], [0.833725, 2.866994, 1.132279], [2.433345, 3.657569, 0.964943], [1.423371, 3.267319, -0.471324], [3.330457, 1.497296, 2.250198], [1.579312, 1.153712, 2.293159], [4.392685, -0.241210, 3.116944], [5.095481, -2.622153, 3.091782], [3.781784, -4.247757, 1.737862], [1.917545, -3.502691, 0.358628]],
  "forces_ev_per_angstrom": [[1.40, 4.30, 3.84], [-0.57, -0.87, -1.47], [-1.23, 1.12, -2.00], [0.55, 0.12, -0.17], [-0.40, -0.66, 0.82], [-1.03, -0.10, 0.70], [-1.36, -1.81, -0.08], [-0.07, -0.73, 0.01], [-0.49, -0.37, 0.29], [-0.39, 0.29, 1.16], [-0.08, 0.06, 0.53], [-0.17, -0.44, -0.02], [0.15, -0.02, -0.14], [0.39, -0.28, -0.08], [0.35, -0.39, 0.02], [-0.08, 0.09, -0.18], [0.25, 0.10, -0.16], [-0.66, -0.47, -0.27], [0.62, -0.22, -0.31], [-0.31, -0.08, -0.15], [-0.16, 0.14, -0.11], [0.54, -0.23, 0.13], [-0.43, 0.08, -0.05], [0.09, 0.15, 0.06], [0.04, -0.08, 0.01], [1.49, -2.99, 0.99], [1.49, -2.17, -3.26], [-0.54, 1.32, -1.57], [0.50, -0.47, 2.49], [0.23, -0.18, -0.49], [0.81, -0.05, 0.13], [-0.13, 0.20, 0.03], [0.17, -0.08, -0.07], [-0.12, 0.19, 0.12], [-0.13, 0.08, -0.41], [-1.04, 1.22, -0.65], [0.83, -0.02, 0.11], [0.65, 1.27, -0.15], [-1.06, -1.36, 0.40], [-0.65, 1.86, -0.60], [1.93, -0.88, 0.19], [-0.47, 0.52, 0.64], [0.07, -0.33, 0.48], [-0.33, -0.23, 0.19], [0.43, -0.04, -0.13], [-0.19, 0.03, -0.14], [0.12, 0.48, -0.32], [-0.01, 0.29, 0.22], [-0.48, 0.34, 0.12], [0.25, -0.22, -0.01], [0.23, 0.36, 0.06], [0.39, 0.00, 0.20], [0.05, -0.28, 0.13], [0.02, -0.75, 0.13], [-0.35, 0.26, 0.56], [0.21, 0.24, -0.10], [0.13, 0.07, 0.04], [-0.06, -0.33, 0.21], [-0.20, 0.16, 0.03], [-0.42, 0.26, -0.35], [-0.35, 0.33, -0.42], [-0.17, 0.05, -0.30], [-0.30, -0.03, -0.01], [0.10, 0.01, -0.29], [0.25, -0.16, 0.18], [-0.17, -0.07, 0.27], [0.06, -0.25, 0.08], [0.30, -0.08, -0.13], [0.14, 0.26, -0.27], [-0.19, 0.35, -0.14], [-0.04, -0.37, 0.02], [-0.34, -0.06, -0.15], [-0.21, 0.32, -0.12], [-0.02, 0.27, -0.03], [0.36, 0.15, 0.09], [-0.14, 0.01, 0.15], [-0.27, 0.05, -0.20], [0.20, -0.35, 0.17], [-0.09, 0.80, -0.10], [0.48, 0.05, 0.59], [-0.16, 0.04, -0.54], [-0.31, 0.25, 0.40], [-0.05, -0.23, -0.49], [0.15, -0.14, 0.36], [-0.27, 0.40, -0.77], [0.10, 0.00, 0.26], [0.11, 0.17, -0.08], [0.01, -0.09, 0.06], [0.23, 0.11, 0.01], [0.03, 0.07, -0.03], [0.22, 0.00, 0.35], [-0.20, -0.33, 0.19], [0.34, -0.06, -0.28], [-0.15, -0.17, -0.27], [-0.21, 0.00, -0.12], [-0.10, 0.21, -0.08], [-0.09, 0.03, 0.04]],
  "lowdin_charge": [0.6385, -0.2476, -0.3470, -0.1907, -0.1863, -0.2879, -0.3604, -0.1737, -0.1248, -0.1736, 0.1624, 0.1220, 0.1097, 0.0857, 0.1124, 0.1053, 0.0657, 0.1034, 0.1170, 0.1077, 0.1173, 0.1095, 0.0384, 0.0623, 0.0681, 1.0980, 0.9959, -0.1975, -0.4257, -0.3399, -0.0660, -0.0853, -0.0786, -0.0692, -0.1107, -0.2929, -0.3300, -0.0382, -0.1213, -0.1431, -0.1608, -0.3114, -0.0628, -0.0763, -0.0709, -0.0767, -0.0878, -0.2930, -0.0858, -0.0718, -0.0691, -0.0741, -0.0957, 0.0454, 0.0253, 0.0908, 0.1055, 0.1056, 0.1093, 0.0802, 0.0862, 0.0983, 0.1046, 0.0824, 0.0873, 0.1037, 0.1062, 0.1054, 0.1096, 0.1083, 0.0967, 0.1121, 0.1072, 0.1054, 0.1123, -0.0860, -0.2521, -0.1028, -0.1919, -0.2548, -0.0616, -0.1114, -0.1156, -0.1395, -0.0736, 0.0528, 0.0956, 0.0931, 0.0547, 0.0898, 0.0563, 0.1227, 0.0661, 0.1021, 0.0957, 0.0953, 0.0846],
  "e_lumo_ha": [0.0063, -0.0004],
  "spin_multiplicity": 3,
  "e_homo_ev": [-4.24, -5.74],
  "max_force_ev_per_a": 5.9,
  "relative_energy_kcal_mol": 67.1,
  "orbital_gap_ev": [4.415, 5.729],
  "charge": 0,
  "energy_ev": -89592.7807
}

***

[2]
{
  "formula": "C44H50BClHfIN10OTe",
  "method": "ωB97M-V/def2-TZVPD",
  "elements": ["Hf", "C", "C", "C", "C", "N", "N", "B", "N", "C", "C", "C", "C", "N", "N", "C", "C", "C", "C", "N", "N", "C", "C", "C", "C", "N", "H", "H", "H", "H", "H", "H", "H", "H", "H", "H", "H", "H", "H", "H", "H", "H", "H", "H", "H", "H", "I", "C", "C", "C", "C", "C", "C", "C", "C", "C", "C", "H", "H", "H", "H", "H", "H", "Te", "C", "C", "C", "C", "C", "C", "C", "C", "C", "C", "C", "C", "H", "H", "H", "H", "H", "H", "H", "H", "H", "H", "Cl", "C", "H", "H", "C", "N", "C", "C", "O", "N", "C", "C", "H", "H", "H", "H", "H", "H", "H", "H", "H", "H", "H", "H"],
  "xyz": [[-1.134741, -1.346814, 0.589581], [-3.035534, -3.761373, -2.150222], [-3.302714, -2.440170, -1.503007], [-4.023179, -1.290982, -1.989833], [-4.031144, -0.392007, -0.924214], [-3.304510, -0.930946, 0.192738], [-2.867709, -2.269894, -0.291052], [-4.071708, -0.878904, 1.581704], [-3.159967, -1.655594, 2.521050], [-3.422461, -2.462573, 3.549459], [-2.310045, -2.667195, 4.367137], [-1.302309, -1.919887, 3.729474], [0.054514, -1.662529, 4.151104], [-1.728235, -1.339407, 2.594977], [-3.874728, 0.685002, 2.003181], [-4.498952, 1.307535, 3.050897], [-3.678613, 2.300027, 3.533660], [-2.454792, 2.049214, 2.844467], [-1.101791, 2.602991, 3.240147], [-2.591558, 1.169872, 1.840142], [-5.468110, -1.478329, 1.512768], [-6.474060, -1.021368, 0.706829], [-7.675780, -1.675925, 0.992232], [-7.300667, -2.488069, 2.149171], [-8.186026, -3.395223, 2.939325], [-6.006278, -2.364468, 2.407279], [-3.655884, -3.854083, -3.046932], [-3.275911, -4.448048, -1.345347], [-1.980573, -3.891502, -2.512314], [-4.505042, -1.271870, -3.007189], [-4.527631, 0.568232, -0.827733], [-4.449782, -2.769940, 3.734431], [-2.243922, -3.484699, 5.050208], [0.597318, -2.439172, 4.696444], [-0.036427, -0.850558, 4.914248], [0.679654, -1.250317, 3.358407], [-5.544576, 1.150985, 3.123251], [-4.028468, 3.017210, 4.296380], [-1.245653, 3.620108, 3.461882], [-0.312135, 2.593399, 2.479104], [-0.738845, 2.048893, 4.100593], [-6.226238, -0.144038, 0.066577], [-8.647767, -1.446079, 0.549027], [-8.887866, -3.817959, 2.213916], [-8.772578, -2.933924, 3.735935], [-7.595783, -4.244153, 3.342814], [-2.785111, -5.275671, 1.944624], [-0.818674, -4.987772, 2.539449], [-0.411251, -5.665277, 3.674393], [0.944100, -6.082798, 3.849994], [1.843936, -5.661498, 2.840787], [1.442755, -4.743231, 1.817881], [2.272882, -4.552288, 0.677120], [1.743042, -3.951020, -0.446285], [0.463076, -3.402633, -0.434425], [-0.265173, -3.330891, 0.721809], [0.115812, -4.257543, 1.736235], [-1.142177, -6.064457, 4.346518], [1.267401, -6.599878, 4.740289], [2.879474, -6.034233, 2.964493], [3.292542, -4.938197, 0.727870], [2.251985, -4.045193, -1.412367], [0.135634, -2.802737, -1.301772], [5.321720, 3.356789, -1.283231], [6.880626, 4.704198, -0.697357], [7.495803, 5.664354, -1.493384], [8.726310, 6.199475, -1.097793], [9.271323, 5.863853, 0.114774], [8.645529, 4.879697, 0.923119], [7.473582, 4.316178, 0.503558], [5.385760, 4.198409, -3.219237], [6.283683, 3.681851, -4.170824], [6.242162, 4.125849, -5.501501], [5.417850, 5.187158, -5.812316], [4.523207, 5.702006, -4.878524], [4.554178, 5.248104, -3.554046], [7.130086, 5.868186, -2.494674], [9.227989, 6.850810, -1.798842], [10.268269, 6.219568, 0.378538], [9.159142, 4.532160, 1.817974], [6.940566, 3.597637, 1.144993], [7.087186, 3.032603, -3.769512], [7.042892, 3.809061, -6.140869], [5.379815, 5.642147, -6.811985], [3.933172, 6.573919, -5.137806], [3.959875, 5.744334, -2.771244], [2.497335, -0.846701, 1.587438], [0.931139, -0.312277, 1.097687], [0.946834, 0.153776, 0.077811], [0.632082, 0.427897, 1.843504], [-1.367912, 2.684799, -1.504188], [-0.606186, 1.914413, -2.458031], [0.149523, 2.694702, -3.471741], [-0.504775, 0.577897, -2.328456], [-1.015702, -0.031396, -1.317094], [0.123912, -0.025474, -3.395125], [1.586929, -0.207714, -3.392575], [-0.564478, -1.088315, -4.098719], [-2.324565, 3.117730, -1.869367], [-0.778897, 3.561491, -1.198342], [-1.518291, 2.062474, -0.596434], [-0.326442, 3.681309, -3.596387], [0.243193, 2.163718, -4.456236], [1.179542, 3.000842, -3.142006], [2.058340, 0.725398, -3.592665], [1.754530, -0.865175, -4.250970], [1.957191, -0.677212, -2.475796], [-1.574823, -1.307749, -3.603880], [0.019154, -2.028144, -3.989741], [-0.729404, -0.804791, -5.127804]],
  "forces_ev_per_angstrom": [[1.34, 2.88, -0.11], [0.53, 0.66, -0.66], [-0.16, 0.59, -0.98], [-0.40, 0.13, 0.59], [1.05, -1.46, -0.38], [-1.61, -0.81, -3.56], [-1.12, 1.49, 1.39], [0.18, 1.25, 0.76], [1.92, -0.76, 1.13], [-0.39, 0.35, 0.88], [-0.10, 0.68, -2.13], [-0.62, -1.17, 0.02], [1.48, 1.27, 1.32], [-2.76, -0.68, 0.87], [-0.48, -1.43, -0.76], [0.51, 0.55, -1.80], [-0.37, -0.99, 0.31], [0.92, 0.55, -0.61], [-0.35, -0.74, -1.02], [-0.53, -0.19, 1.71], [-0.85, 0.60, 0.05], [-0.45, 0.65, -0.48], [1.83, 0.70, 1.06], [0.15, 0.92, -1.15], [0.26, -0.97, -0.50], [-0.21, -0.33, 0.17], [-0.09, -0.30, 0.38], [0.08, -0.70, -0.45], [-0.80, 0.17, 0.63], [0.56, 0.38, 1.47], [0.32, -0.14, -0.01], [0.31, -0.05, -0.35], [0.21, 0.29, 0.83], [-0.36, -0.28, -0.34], [0.17, -0.35, -0.46], [-0.06, -0.26, 0.13], [-0.73, -0.27, 0.63], [0.91, -0.46, -0.52], [0.04, 1.37, 0.79], [-0.42, -0.36, -0.14], [0.03, 0.13, 0.24], [-0.75, -1.10, 0.38], [0.47, -0.36, 0.29], [-0.11, -0.07, 0.29], [0.27, 0.19, -0.10], [-0.37, 0.60, -0.05], [0.20, 0.18, -0.07], [0.21, 1.45, -0.37], [1.83, -1.60, 0.25], [-0.70, 2.11, -1.58], [-0.07, -0.43, 1.61], [0.71, -0.70, -0.50], [0.00, 0.00, 1.20], [0.18, -0.75, -1.52], [0.87, 1.08, -0.55], [-0.17, -1.33, 0.59], [-1.08, -1.21, 0.83], [-0.42, -0.08, 0.29], [-0.03, -0.27, -0.16], [-0.59, 0.53, -0.59], [-0.31, 0.05, -0.32], [0.18, 0.43, 0.53], [0.23, -0.33, -0.03], [0.44, 1.06, -0.39], [0.21, -0.45, 0.12], [-0.05, -0.81, -0.22], [-0.75, 0.18, -0.25], [0.51, -1.07, 0.62], [1.14, 0.97, -0.30], [-0.91, -0.14, 0.62], [0.18, -0.69, -0.38], [-0.01, -0.07, 0.45], [1.00, 0.32, 1.59], [-1.24, 0.28, -0.87], [0.70, 0.39, 0.63], [-0.77, 0.37, -0.25], [-0.08, 0.15, 0.19], [0.12, 0.18, 0.16], [-0.37, 0.05, 0.06], [-0.29, 0.16, -0.06], [0.50, 0.13, -0.31], [-0.71, 0.07, -0.74], [-0.04, -0.22, -0.54], [0.29, -0.42, 0.39], [-0.09, -0.14, 0.00], [0.12, -0.36, -0.52], [0.86, -0.60, -0.10], [-1.56, 0.03, -1.09], [0.52, 0.06, 0.86], [-0.26, 0.25, -0.24], [0.07, 0.65, 1.64], [0.31, -0.56, -0.15], [0.56, 0.39, -0.66], [-0.34, 1.39, 0.23], [0.27, -0.57, -0.36], [0.61, -0.77, 0.00], [-0.89, -0.41, -0.32], [-1.43, -1.21, 1.73], [0.52, -0.75, -0.18], [-0.03, -0.27, -0.02], [-0.23, 0.57, -0.61], [-0.28, -0.67, -0.12], [-0.32, 0.48, 1.11], [-0.79, -0.79, 0.10], [0.69, 0.67, 0.08], [0.43, 0.18, 0.29], [0.07, 0.06, -0.03], [1.21, 0.44, -0.77], [-0.42, 0.39, -0.46], [0.02, -0.21, -0.35]],
  "lowdin_charge": [1.6878, 0.0138, -0.3270, 0.0387, -0.0115, -0.0755, -0.0101, -0.6731, 0.0573, -0.1247, 0.0068, -0.3386, -0.0121, -0.0281, -0.0247, -0.0634, 0.0039, -0.3247, -0.0206, 0.0708, 0.0038, -0.0829, 0.0251, -0.3228, -0.0312, 0.0876, 0.0994, 0.0650, 0.1007, 0.1495, 0.1366, 0.1108, 0.1131, 0.1023, 0.1228, 0.0154, 0.1190, 0.1259, 0.0615, 0.0705, 0.0799, 0.1178, 0.1111, 0.0814, 0.0845, 0.0861, 1.1673, -0.6185, -0.1096, 0.0074, 0.0480, -0.1512, 0.0490, -0.0222, -0.1281, -0.2223, -0.2323, 0.1003, 0.1207, 0.1419, 0.1428, 0.1346, 0.0994, 1.2458, -0.5183, -0.1109, -0.0851, -0.0785, -0.0820, -0.2077, -0.6272, -0.1412, -0.0792, -0.0918, -0.0862, -0.1683, 0.0935, 0.1078, 0.1082, 0.1080, 0.0853, 0.1048, 0.1020, 0.1143, 0.1034, 0.0990, 0.5556, -0.7704, -0.0094, -0.0184, -0.0247, -0.0796, -0.0066, -0.4216, -0.1422, -0.1898, -0.0086, -0.0428, 0.1156, 0.1034, 0.0748, 0.0986, 0.1128, 0.1088, 0.0708, 0.0990, 0.0933, 0.0951, 0.0912, 0.0942],
  "e_lumo_ha": [-0.2253, -0.3251],
  "spin_multiplicity": 2,
  "e_homo_ev": [-10.63, -10.63],
  "max_force_ev_per_a": 4.0,
  "relative_energy_kcal_mol": 102.8,
  "orbital_gap_ev": [4.498, 1.780],
  "charge": 2,
  "energy_ev": -93271.1456
}